[1]
A 12-piece molecular cluster, C40H102F9N9O19 overall in a non-equilibrium geometry. Source: the OMol25 dataset; level of theory: ωB97M-V with the def2-TZVPD basis set.

Output
Net charge: +2

Structure (XYZ):
```
179
C40H102F9N9O19 | the OMol25 dataset | ωB97M-V with the def2-TZVPD basis set
C -33.53369 -11.52995 15.30043
C -32.07297 -11.73386 15.23161
C -31.55419 -11.96910 16.65665
O -30.18037 -12.21836 16.69966
C -29.69922 -12.47430 18.00275
N -31.71000 -12.94741 14.35515
H -30.72752 -12.94943 14.12105
H -32.04150 -13.81385 14.75451
H -32.23772 -12.92996 13.49416
H -34.05183 -12.40259 15.69808
H -34.01144 -11.28363 14.35217
H -33.73106 -10.82659 16.10940
H -31.51133 -10.90087 14.80877
H -32.11112 -12.78952 17.10925
H -31.79258 -11.11973 17.29685
H -30.07171 -11.79368 18.76834
H -28.64850 -12.26288 18.20115
H -29.88724 -13.51527 18.26572
C -27.52062 -8.11432 10.85299
C -26.76491 -7.05371 9.92142
C -25.68378 -7.65746 9.00178
O -25.05856 -6.57944 8.35632
C -24.66546 -6.93667 7.02326
N -27.74027 -6.23436 9.08870
H -28.23696 -6.80289 8.41775
H -28.49315 -5.77651 9.58230
H -27.28758 -5.56782 8.47969
H -28.09226 -7.47315 11.52397
H -26.75880 -8.68594 11.38307
H -28.14271 -8.86581 10.36681
H -26.27490 -6.28475 10.51865
H -25.99331 -8.49816 8.38087
H -24.81611 -8.05184 9.53067
H -24.03283 -6.06588 6.85122
H -25.35474 -6.79638 6.19060
H -24.11552 -7.87692 6.98321
C -33.37379 -8.66846 12.03018
C -32.13113 -8.97464 11.24648
C -32.32281 -10.33148 10.52597
O -33.46559 -10.36351 9.64652
C -33.57261 -11.62596 9.01827
N -31.87651 -7.80636 10.21358
H -31.43002 -6.95356 10.51934
H -31.26561 -8.09747 9.46381
H -32.64867 -7.43814 9.67667
H -33.87325 -9.51615 12.49928
H -34.19556 -8.21400 11.47676
H -33.12841 -8.00884 12.86252
H -31.24363 -9.05167 11.87459
H -32.31387 -11.11838 11.28017
H -31.41494 -10.42394 9.92987
H -32.62035 -12.15325 8.96121
H -33.91924 -11.44987 7.99997
H -34.19074 -12.17748 9.72667
C -25.48606 -12.10470 14.02357
C -25.80396 -11.71221 15.44830
C -24.86281 -10.72309 16.12339
O -24.99626 -9.56103 15.28749
C -23.97106 -8.59738 15.50616
N -27.20439 -11.12319 15.53158
H -27.27564 -10.44310 14.78827
H -27.97726 -11.75077 15.36150
H -27.38337 -10.52145 16.32277
H -25.73210 -13.08378 13.61251
H -24.41969 -12.01408 13.81680
H -25.96013 -11.44006 13.30133
H -25.91594 -12.61646 16.04656
H -23.80676 -10.98651 16.18220
H -24.97806 -10.69793 17.20699
H -23.83454 -8.46999 16.58004
H -24.32985 -7.74289 14.93238
H -22.98606 -8.92570 15.17440
C -27.84411 -15.91707 16.27300
C -28.28487 -16.98766 15.22948
C -28.87227 -18.38958 15.71655
O -27.65522 -19.20705 15.81956
C -27.87368 -20.46481 16.51408
N -29.40915 -16.39367 14.33899
H -29.25192 -15.52226 13.85317
H -29.69406 -17.12581 13.70423
H -30.20422 -16.26134 14.94763
H -27.05853 -15.21721 15.98809
H -27.45923 -16.46337 17.13411
H -28.72378 -15.37703 16.62321
H -27.52897 -17.14928 14.46097
H -29.72172 -18.79418 15.16625
H -29.31911 -18.27282 16.70386
H -27.07292 -21.19765 16.61315
H -28.80441 -21.00101 16.32883
H -28.12499 -20.26266 17.55527
C -31.99142 -17.60942 8.83025
C -30.58920 -16.93435 8.70872
C -30.61245 -15.61149 7.87758
O -29.42641 -14.75431 8.08713
C -29.34723 -13.59855 7.38906
N -30.15698 -16.54077 10.06498
H -29.38195 -15.92436 9.86634
H -30.90414 -15.94935 10.39976
H -29.92989 -17.35635 10.61578
H -32.73194 -16.99100 9.33749
H -31.88978 -18.51462 9.42892
H -32.38137 -17.91042 7.85792
H -29.65537 -17.46483 8.52255
H -31.46954 -14.94551 7.97736
H -30.60706 -15.92985 6.83513
H -29.89225 -13.63647 6.44587
H -28.35235 -13.30170 7.05709
H -29.76970 -12.72075 7.87802
C -21.14228 -16.32784 10.54896
C -21.84450 -15.05685 9.99646
C -23.15425 -15.48010 9.43389
O -24.14979 -14.36719 9.49326
C -24.04734 -13.38533 8.46602
N -21.96269 -14.03531 11.19129
H -22.19386 -13.08739 10.93033
H -22.63186 -14.33582 11.88555
H -21.12415 -13.83689 11.71816
H -21.31065 -17.13779 9.83922
H -21.80932 -16.82332 11.25441
H -20.08623 -16.20962 10.79163
H -21.28580 -14.33982 9.39495
H -23.64777 -16.24855 10.02891
H -23.13779 -15.84576 8.40719
H -23.09875 -12.87754 8.29158
H -24.87311 -12.67399 8.45195
H -24.04188 -13.84462 7.47753
N -33.30884 -14.45497 11.57660
O -33.92156 -14.73120 10.59084
O -33.63992 -13.45397 12.14621
O -32.35529 -15.05355 11.95846
N -24.18788 -15.12323 14.71938
O -24.68007 -14.94778 15.83138
O -24.62231 -15.89681 13.90020
O -23.12311 -14.49657 14.44452
C -30.35339 -19.65395 12.04378
O -29.27641 -19.26157 11.21412
O -30.85910 -18.45384 12.49991
C -31.24882 -20.81658 11.35145
F -31.52370 -20.62636 10.08727
F -30.68012 -22.04155 11.41148
F -32.35387 -20.89608 12.04643
C -28.04058 -20.03641 11.20567
C -27.17204 -19.88644 12.40105
H -26.10938 -19.77326 12.18645
H -27.48721 -19.06595 13.04570
H -27.40267 -20.77392 12.99035
H -27.47265 -19.75651 10.31843
H -28.13864 -21.09469 10.96374
H -30.00590 -20.10266 12.97437
C -29.73244 -8.99168 7.37040
O -28.51353 -8.80726 6.72049
O -30.07748 -7.68834 7.75973
C -30.88238 -9.71609 6.45542
F -30.64728 -11.03878 6.35239
F -32.12494 -9.63648 7.03877
F -30.98009 -9.24278 5.26271
C -27.89774 -10.04419 6.19714
C -26.48696 -9.86980 5.91263
H -26.20117 -10.77909 5.38385
H -26.19675 -9.14916 5.14806
H -25.91074 -9.83604 6.83726
H -28.34032 -10.54743 5.33751
H -27.96620 -10.89708 6.87242
H -29.47408 -9.67101 8.18272
C -29.08183 -13.18358 12.03079
O -28.76016 -14.55397 11.75225
O -28.82660 -12.87907 13.38190
C -28.43022 -12.19037 10.96400
F -27.43744 -11.44469 11.52481
F -28.03574 -12.84742 9.87201
F -29.36546 -11.25416 10.58089
C -27.41060 -14.96764 11.60985
C -27.25671 -16.47163 11.41783
H -27.87856 -17.13695 12.01679
H -27.51537 -16.75308 10.39705
H -26.19008 -16.69514 11.39681
H -26.77021 -14.68312 12.44474
H -26.85440 -14.43205 10.84052
H -30.16984 -13.15573 11.97108
```

Löwdin population analysis, charges in e, atoms 1 to 8: atom 1 (C): -0.04, atom 2 (C): -0.29, atom 3 (C): -0.21, atom 4 (O): -0.19, atom 5 (C): -0.10, atom 6 (N): 0.25, atom 7 (H): 0.08, atom 8 (H): 0.16



[2]
A 10-piece molecular cluster, C40H95N7O13 overall in a non-equilibrium geometry. Source: the OMol25 dataset; level of theory: ωB97M-V with the def2-TZVPD basis set.

Output
Relative energy (zero: lowest compared OMol25 entry of this formula, charge and spin) in kcal/mol: 42.1
SMILES string: COC[C@H](C)N.COC[C@H](C)N.COC[C@H](C)N.COC[C@H](C)N.COC[C@H](C)N.COC[C@H](C)N.COC[C@H](C)N.O=C1CCCO1.O=C1CCCO1.O=C1CCCO1

Structure (XYZ):
```
155
C40H95N7O13 | the OMol25 dataset | ωB97M-V with the def2-TZVPD basis set
C -30.88190 -31.32379 -25.49876
O -31.72453 -30.93310 -24.39635
C -32.97154 -31.67954 -24.46687
C -33.83434 -31.45690 -23.18940
C -33.58525 -32.51878 -22.10851
N -35.27403 -31.48198 -23.52027
H -30.94291 -32.34722 -25.86885
H -29.86007 -31.10048 -25.19198
H -31.05780 -30.70420 -26.37812
H -33.39599 -31.33888 -25.41127
H -32.85303 -32.74966 -24.63686
H -33.68373 -30.42240 -22.88079
H -33.82502 -33.54409 -22.39017
H -34.10346 -32.21140 -21.20018
H -32.50182 -32.54314 -21.99147
H -35.44488 -30.73412 -24.17724
H -35.79624 -31.26418 -22.68362
C -21.75321 -36.74556 -22.28292
O -21.33064 -35.40409 -21.93940
C -19.94274 -35.24341 -21.48367
C -19.96060 -33.76073 -21.05682
C -18.57541 -33.17101 -20.71097
N -20.75051 -33.60469 -19.87679
H -21.67509 -37.48329 -21.48431
H -21.10945 -37.06907 -23.10085
H -22.80915 -36.71399 -22.55143
H -19.79534 -36.02566 -20.73905
H -19.32749 -35.35327 -22.37670
H -20.40684 -33.15532 -21.84578
H -18.60583 -32.10995 -20.46330
H -17.91732 -33.15745 -21.57978
H -18.08583 -33.66835 -19.87367
H -20.28612 -34.04333 -19.09446
H -21.54706 -34.20849 -20.02188
C -30.35493 -35.89301 -30.42580
O -30.30098 -35.79272 -29.04039
C -31.08738 -36.75686 -28.30457
C -30.34081 -37.19616 -27.05382
C -28.98562 -37.94398 -27.36762
N -31.10432 -38.14688 -26.27855
H -29.75231 -36.75267 -30.71895
H -29.81410 -35.12441 -30.97795
H -31.33043 -35.86632 -30.91137
H -31.98523 -36.23161 -27.97887
H -31.25161 -37.61063 -28.96200
H -30.16757 -36.25926 -26.52437
H -29.23489 -38.69374 -28.11850
H -28.47898 -38.37758 -26.50541
H -28.25616 -37.34212 -27.90960
H -32.03575 -37.75747 -26.24849
H -30.75430 -38.20328 -25.33282
C -23.01541 -25.67560 -33.98306
O -23.05371 -26.73478 -33.07678
C -24.40553 -26.85962 -32.53419
C -24.49748 -27.74969 -31.27296
C -25.88170 -27.73706 -30.60411
N -23.43388 -27.33042 -30.31553
H -22.15728 -25.83127 -34.63689
H -22.98799 -24.76502 -33.38457
H -23.89461 -25.61662 -34.62464
H -24.85784 -25.90383 -32.26966
H -25.12906 -27.25139 -33.24911
H -24.27267 -28.76818 -31.58957
H -26.60795 -28.12525 -31.31824
H -26.27607 -26.78009 -30.26238
H -25.91635 -28.47419 -29.80190
H -23.57830 -26.35336 -30.10435
H -22.57672 -27.29031 -30.84823
C -25.76230 -45.99738 -30.38028
O -26.09665 -45.29227 -31.54903
C -25.32362 -44.14823 -31.82988
C -25.60620 -43.61984 -33.24819
C -25.11925 -44.68319 -34.25688
N -24.82577 -42.43257 -33.48825
H -26.05419 -45.39340 -29.52115
H -24.68475 -46.15320 -30.43249
H -26.30126 -46.89407 -30.07439
H -25.52612 -43.34838 -31.11759
H -24.28563 -44.38724 -31.59846
H -26.66143 -43.40903 -33.42190
H -25.32950 -44.41178 -35.29140
H -25.65452 -45.59789 -34.00210
H -24.06075 -44.94221 -34.28062
H -25.13057 -41.66090 -32.91230
H -24.89674 -42.11060 -34.44292
C -19.79146 -31.20049 -35.73372
O -20.44687 -32.08320 -34.85800
C -20.92808 -33.21498 -35.52909
C -19.98641 -34.46861 -35.46707
C -19.15671 -34.66792 -36.81442
N -20.86404 -35.63876 -35.52027
H -18.97538 -31.77972 -36.16567
H -19.34509 -30.41926 -35.11847
H -20.42731 -30.75119 -36.49657
H -21.83468 -33.53500 -35.01551
H -21.36656 -33.08506 -36.51851
H -19.48434 -34.48404 -34.49970
H -18.70716 -35.65562 -36.91671
H -18.35195 -33.94132 -36.92621
H -19.78989 -34.54412 -37.69298
H -21.64493 -35.37570 -34.93622
H -20.55321 -36.42381 -34.96603
C -18.53456 -29.85677 -28.79044
O -18.68954 -29.43176 -27.39856
C -17.45293 -29.00757 -26.84624
C -17.54735 -28.33334 -25.43229
C -18.07739 -26.89871 -25.52948
N -16.32544 -28.43442 -24.66528
H -18.13347 -29.11367 -29.47965
H -19.55135 -30.02758 -29.14410
H -18.01728 -30.81621 -28.79246
H -16.79211 -29.87439 -26.84035
H -16.99242 -28.36200 -27.59407
H -18.24184 -28.92678 -24.83763
H -18.83351 -26.88384 -26.31444
H -17.28909 -26.21379 -25.84180
H -18.50743 -26.67056 -24.55423
H -16.19387 -27.82455 -23.87102
H -15.57080 -28.33252 -25.32878
O -23.76458 -35.83332 -30.44905
C -23.44309 -35.10266 -29.52052
C -24.02343 -33.77760 -29.13900
C -23.46659 -33.49958 -27.78034
C -22.32455 -34.42483 -27.60058
O -22.49622 -35.45288 -28.63039
H -23.55592 -33.06322 -29.81664
H -25.09629 -33.82753 -29.32494
H -23.16896 -32.45413 -27.69942
H -24.18705 -33.66147 -26.97858
H -21.39821 -33.85747 -27.69055
H -22.25477 -34.85538 -26.60165
O -25.25137 -26.61040 -19.84336
C -24.82714 -27.09680 -20.92045
C -24.28156 -28.50451 -21.13791
C -23.51447 -28.31117 -22.48169
C -24.19390 -27.07812 -23.07557
O -24.80305 -26.39265 -22.00636
H -23.50244 -28.78927 -20.43082
H -25.08171 -29.23535 -21.02072
H -22.46510 -28.16108 -22.22792
H -23.60855 -29.22732 -23.06471
H -23.40580 -26.48732 -23.54243
H -24.92602 -27.37407 -23.82692
O -20.84981 -42.70541 -28.64365
C -20.21832 -41.66306 -28.88042
C -20.39660 -40.65424 -30.04984
C -19.21080 -39.78248 -30.02978
C -18.66216 -39.91383 -28.57571
O -19.27917 -41.12795 -28.04583
H -20.58240 -41.13335 -31.01111
H -21.26543 -40.05024 -29.78829
H -18.47406 -40.18059 -30.72750
H -19.51511 -38.79276 -30.37028
H -17.57529 -39.98639 -28.61505
H -18.79840 -39.02234 -27.96351
```

Löwdin population analysis, charges in e, atoms 1 to 8: atom 1 (C): -0.11, atom 2 (O): -0.19, atom 3 (C): -0.19, atom 4 (C): -0.42, atom 5 (C): -0.06, atom 6 (N): 0.01, atom 7 (H): 0.08, atom 8 (H): 0.08



Record order is preserved below.
E_LUMO: -0.1655 -0.0019 hartree